A structure of composition C10H23F3N2O8Sr at a distorted geometry, computed with ωB97M-V/def2-TZVPD.

Geometry (Å):
Sr1 1.18508 -0.67998 1.15639
O1 1.69260 -3.11016 1.11977
H1 1.01531 -3.81430 1.11873
O2 1.70981 -1.40960 3.42172
H2 1.03005 -1.46876 4.12097
O3 3.84830 -1.17657 1.40963
H3 3.70686 -0.20987 1.41449
O4 1.53998 -1.31700 -1.13245
H4 1.46237 -0.90238 -2.01370
C1 -0.68349 1.04174 -1.29458
O5 -0.29671 0.97909 -0.10067
N1 -1.97378 1.19159 -1.56897
C2 -2.42560 1.37875 -2.97709
C3 -2.99428 1.22653 -0.49929
H5 -0.02972 0.89440 -2.16813
H6 -3.01008 0.49657 -3.23829
H7 -1.58400 1.54280 -3.65006
H8 -2.88657 2.35744 -3.11040
H9 -3.65669 0.36132 -0.52677
H10 -2.59003 1.11356 0.50665
H11 -3.58301 2.14209 -0.44227
C4 3.29058 1.78706 0.27300
O6 2.25465 1.62051 0.91674
N2 3.67397 2.84005 -0.45342
C5 2.89540 4.10941 -0.37766
C6 4.74534 2.78777 -1.44331
H12 4.06638 1.06686 -0.02974
H13 2.35052 4.36197 -1.28730
H14 3.59100 4.93598 -0.23266
H15 2.26670 4.13887 0.51227
H16 5.66342 2.72739 -0.85887
H17 4.81857 1.84859 -1.99166
H18 4.71077 3.50814 -2.26060
C7 -2.84051 -2.47190 -0.99399
C8 -2.56280 -3.50376 0.09829
O7 -2.84868 -3.14422 1.42861
C9 -2.22819 -2.14103 2.01613
O8 -1.43234 -1.35353 1.52399
C10 -2.58123 -2.22065 3.57129
F1 -2.53083 -0.97835 4.03582
F2 -3.74873 -2.74619 3.82612
F3 -1.65056 -2.94617 4.26592
H19 -3.88608 -2.19426 -1.12744
H20 -2.56749 -2.85039 -1.97904
H21 -2.19433 -1.59941 -0.89749
H22 -1.53950 -3.87853 0.12083
H23 -3.19244 -4.34147 -0.20152

Cartesian forces (eV/Å) of the 6 atoms listed first:
Sr 1.53 -1.38 0.12
O -0.49 -0.45 0.16
H 0.29 0.23 0.09
O -1.18 0.09 0.36
H 0.43 0.05 -0.23
O -0.53 0.99 -0.38

Values from the calculation:
<S²> ... 0.77
2S+1 ... 2
Max |F| ... 4.00 eV/A
E_LUMO (alpha / beta) ... 2.2 / 2.2 eV
Frontier orbital gap (alpha / beta) ... 5.91 / 4.19 eV
Energy ... -39088.841 eV
Net charge ... -1


The molecule C3H7NOS at a distorted geometry, computed with ωB97M-V/def2-TZVPD.

Geometry (Å):
O1 -3.04983 0.61276 1.41814
C1 -2.07023 0.03241 1.02378
N1 -1.00473 0.64419 0.44703
C2 0.31016 0.02692 0.43371
C3 0.88978 -0.05604 -0.97624
S1 2.48191 -0.94030 -0.82997
H1 -1.91001 -1.05865 1.13551
H2 -1.05672 1.65107 0.54693
H3 0.24511 -0.97526 0.82653
H4 0.99590 0.58682 1.08335
H5 1.04431 0.89060 -1.46764
H6 0.24513 -0.71687 -1.56153
H7 2.87922 -0.69764 -2.07960

Cartesian forces (eV/Å) of the 6 atoms listed first:
O -0.34 -0.06 -0.10
C 0.23 -0.24 0.40
N 0.19 0.21 0.21
C 0.28 0.91 -0.45
C 0.01 -1.22 0.23
S 0.13 0.17 0.07

Values from the calculation:
Max |F| ... 1.24 eV/A
E_LUMO ... 0.8 eV
SMILES string ... O=CNCCS
ΔE to the lowest compared entry with this formula, charge and spin ... 59.1 kJ/mol
Frontier orbital gap ... 10.23 eV
Energy ... -17597.317 eV
Net charge ... 0


A cluster of 3 separate species, C32H47BF2N2O4 in total at a distorted geometry, computed with ωB97M-V/def2-TZVPD.

Geometry (Å):
C1 -5.40236 5.95135 1.04841
C2 -6.63934 5.11968 0.32189
B1 -5.90312 3.87024 -0.50495
O1 -6.04327 3.81442 -1.98944
C3 -5.02966 2.80734 0.39872
O2 -3.75536 2.50008 -0.30047
C4 -2.68666 3.43424 0.12737
C5 -1.85871 2.68763 1.37280
C6 -1.01699 3.87535 2.13489
C7 -0.11488 3.36096 3.41300
C8 -1.08266 2.60429 4.54622
N1 -2.28904 3.48422 4.79257
C9 -3.41100 2.66456 5.41707
C10 -4.16317 1.43054 4.58854
O3 -3.85990 2.87143 6.67407
C11 -1.68252 3.58619 -1.20109
O4 -1.06557 4.91746 -1.08038
C12 0.01788 5.07014 -2.10335
C13 1.38106 4.45178 -1.38411
C14 2.66666 4.71242 -2.36317
C15 3.60914 3.40682 -2.65554
C16 3.77675 2.36057 -1.40968
N2 3.27334 0.94431 -1.70349
C17 4.12448 0.14994 -2.70105
C18 3.49454 -1.37663 -2.88603
C19 2.20252 -1.28347 -1.86658
C20 2.08082 0.18706 -1.12592
H1 -4.88418 5.36443 1.91968
H2 -5.86002 6.92997 1.51992
H3 -4.56548 6.26597 0.27471
H4 -7.35718 4.65898 1.15183
H5 -7.19932 5.84849 -0.41721
H6 -7.02092 3.71110 -2.24750
H7 -4.71722 3.24043 1.45641
H8 -5.60259 1.79146 0.51596
H9 -3.07602 4.47877 0.48904
H10 -1.15557 1.84517 0.96527
H11 -2.69228 2.31073 2.11159
H12 -1.79583 4.69513 2.45256
H13 -0.25486 4.37997 1.36769
H14 0.29504 4.33006 3.95964
H15 0.79080 2.70252 3.07155
H16 -1.36121 1.53754 4.13522
H17 -0.44624 2.44663 5.54298
H18 -2.06092 4.31512 5.40406
H19 -5.12443 1.79191 4.00330
H20 -4.42280 0.62146 5.42544
H21 -3.44026 0.97641 3.77111
H22 -0.93773 2.68625 -1.13121
H23 -2.26201 3.50664 -2.21877
H24 -0.20101 4.33909 -3.02123
H25 0.18302 6.18135 -2.43368
H26 1.16335 3.33088 -1.12686
H27 1.58763 5.05755 -0.37670
H28 3.36663 5.60246 -2.01142
H29 2.23343 5.06452 -3.41815
H30 4.69953 3.82993 -2.89332
H31 3.28483 2.85049 -3.66056
H32 4.94573 2.23449 -1.20710
H33 3.31332 2.70472 -0.39198
H34 5.08779 0.54454 -3.25928
H35 3.89848 -2.24961 -3.55549
H36 1.48350 -2.21822 -1.68537
H37 1.29519 0.59443 -0.34553
F1 4.24913 -4.14034 -3.52271
C21 4.32075 -5.10711 -2.59813
C22 4.95524 -6.30494 -2.90841
C23 5.03455 -7.30988 -1.94436
C24 4.46826 -7.10959 -0.68302
C25 3.82908 -5.90573 -0.38288
C26 3.75977 -4.89692 -1.34337
H38 5.38195 -6.44572 -3.89611
H39 5.53530 -8.24703 -2.17445
H40 4.52644 -7.89538 0.06713
H41 3.38547 -5.75370 0.59814
H42 3.27454 -3.95163 -1.12403
F2 2.93994 -8.79175 1.25850
C27 2.12082 -9.50852 0.47753
C28 0.87702 -8.99076 0.13323
C29 0.02592 -9.73451 -0.68410
C30 0.42420 -10.99377 -1.13952
C31 1.67255 -11.50695 -0.78428
C32 2.52782 -10.75823 0.02379
H43 0.58137 -8.01447 0.50322
H44 -0.94540 -9.33528 -0.96538
H45 -0.24177 -11.57543 -1.77333
H46 1.97868 -12.48904 -1.13657
H47 3.50524 -11.13803 0.30221

Cartesian forces (eV/Å) of the 6 atoms listed first:
C -0.33 0.70 0.25
C 0.57 -0.25 0.01
B -1.18 0.96 -0.98
O -1.44 -0.95 2.74
C 0.91 -0.23 0.02
O 0.10 1.59 1.14

Values from the calculation:
Max |F| ... 8.05 eV/A
E_LUMO ... 0.4 eV
SMILES string ... CCB(O)CO[C@@H](CCCCNC(C)=O)COCCCCCn1cccc1.Fc1ccccc1.Fc1ccccc1
Frontier orbital gap ... 8.12 eV
Energy ... -51214.136 eV
Net charge ... 0


The molecule C8H12N2O4 at a distorted geometry, computed with ωB97M-V/def2-TZVPD.

Geometry (Å):
C1 0.83287 1.41933 -0.02370
C2 -0.56448 1.20943 -0.02087
C3 -1.04724 -0.04866 0.25241
C4 1.68727 0.42592 0.35436
C5 -0.11377 -1.22863 0.38162
C6 3.16431 0.61361 0.43914
C7 -0.48970 -3.25963 -0.84587
C8 -1.46140 2.38169 -0.28329
N1 1.20580 -0.77607 0.74227
N2 -2.39991 -0.37150 0.33991
O1 -3.24100 0.51302 0.21712
O2 -2.69705 -1.54364 0.55840
O3 -0.70432 3.53991 -0.55727
O4 -0.03051 -1.92382 -0.85699
H1 1.19956 2.39378 -0.28837
H2 -0.48251 -1.91703 1.15711
H3 3.53148 0.31364 1.41962
H4 3.42867 1.65129 0.26382
H5 3.65950 -0.00445 -0.30985
H6 -0.37899 -3.62097 -1.86579
H7 -1.53917 -3.30802 -0.54570
H8 0.11048 -3.88051 -0.17098
H9 -2.10589 2.53377 0.59499
H10 -2.12684 2.13796 -1.12349
H11 1.87869 -1.51074 0.90861
H12 -1.31584 4.26029 -0.73721

Cartesian forces (eV/Å) of the 6 atoms listed first:
C 0.24 -0.02 -0.11
C -0.50 -0.38 0.16
C 1.63 0.14 0.03
C -0.23 0.21 0.08
C -0.38 -0.14 0.08
C -0.02 -0.02 -0.06

Values from the calculation:
Max |F| ... 1.64 eV/A
E_LUMO (alpha / beta) ... -0.2 / -0.2 eV
SMILES string ... CO[C@H]1NC(C)=CC(CO)=C1[N+](=O)[O-]
ΔE to the lowest compared entry with this formula, charge and spin ... 143.9 kJ/mol
Frontier orbital gap (alpha / beta) ... 8.03 / 8.03 eV
Energy ... -19657.215 eV
Net charge ... 0


A cluster of 3 separate species, C12H34FO10P3Si in total at a distorted geometry, computed with ωB97M-V/def2-TZVPD.

Geometry (Å):
O1 3.66535 4.48495 1.50556
P1 4.29252 4.31777 3.01145
O2 5.16019 2.93095 3.15020
Si1 5.60186 6.06446 3.50434
F1 4.62284 7.32653 3.48732
H1 4.32022 4.33837 0.80044
H2 4.51458 2.20788 3.11663
H3 6.73606 6.34612 2.59666
H4 6.13368 5.87785 4.86493
O3 1.43789 -0.00172 4.16189
P2 -0.03065 -0.11625 4.21471
O4 -0.58698 0.24844 2.72718
C1 0.07615 -0.21973 1.54986
C2 -0.38253 -1.59525 1.11274
O5 -0.49234 1.18046 5.05987
C3 0.47242 2.10449 5.56341
C4 0.89880 3.11707 4.52235
O6 -1.29835 -0.90448 4.77247
C5 -1.90667 -2.04148 4.16570
C6 -1.04410 -3.29371 4.21452
H5 1.15867 -0.21224 1.69234
H6 -0.15245 0.50137 0.76446
H7 -0.17285 -2.33748 1.88462
H8 0.13868 -1.90245 0.20558
H9 -1.45371 -1.60798 0.90749
H10 1.33378 1.57105 5.96471
H11 0.01010 2.61508 6.40936
H12 1.12589 2.66783 3.55591
H13 1.77723 3.66529 4.86212
H14 0.10056 3.84068 4.34375
H15 -2.24079 -1.79509 3.15749
H16 -2.81696 -2.22459 4.73681
H17 0.01173 -3.06727 4.05227
H18 -1.37615 -4.01239 3.46541
H19 -1.12200 -3.77454 5.18979
O7 -1.23806 -1.49410 -2.79355
P3 -1.56819 -1.93816 -4.15781
O8 -2.09814 -0.62510 -4.96922
C7 -1.45692 0.64338 -4.82216
C8 -0.28953 0.83421 -5.76985
O9 -2.96094 -2.74012 -3.97917
C9 -3.56451 -2.88434 -2.69534
C10 -4.39216 -1.67539 -2.30732
O10 -1.19965 -2.87460 -5.39005
C11 -0.29552 -2.54925 -6.44330
C12 1.15731 -2.47424 -5.99860
H20 -1.13183 0.79021 -3.79026
H21 -2.21813 1.39543 -5.03243
H22 0.48602 0.08895 -5.58740
H23 0.15763 1.81897 -5.62942
H24 -0.60680 0.74936 -6.80993
H25 -2.80740 -3.09948 -1.94129
H26 -4.20368 -3.76690 -2.74720
H27 -3.87223 -0.73629 -2.49193
H28 -4.66542 -1.72114 -1.25191
H29 -5.31430 -1.64382 -2.89075
H30 -0.62878 -1.64813 -6.95871
H31 -0.39516 -3.35387 -7.17170
H32 1.25768 -2.01967 -5.01052
H33 1.74496 -1.90358 -6.71750
H34 1.59111 -3.47230 -5.93703

Cartesian forces (eV/Å) of the 6 atoms listed first:
O 1.19 -0.41 -0.51
P -2.18 0.23 1.62
O 0.24 0.13 -0.94
Si 1.16 -0.31 -0.47
F -0.21 0.01 -0.04
H -0.25 0.24 0.01

Values from the calculation:
Max |F| ... 5.87 eV/A
E_LUMO ... 0.4 eV
SMILES string ... CCOP(=O)(OCC)OCC.CCOP(=O)(OCC)OCC.OP(O)[SiH2]F
Frontier orbital gap ... 8.50 eV
Energy ... -71937.190 eV
Net charge ... 0


A cluster of 2 separate species, C3H10N4O in total, computed with ωB97M-V/def2-TZVPD.

Geometry (Å):
C1 1.26825 -0.04118 -1.77690
N1 1.29795 1.12527 -0.89599
C2 0.12884 1.70864 -0.50899
N2 0.06710 2.83325 0.08582
H1 2.26695 -0.46341 -1.81535
H2 0.60960 -0.79853 -1.34488
H3 0.90176 0.19933 -2.77753
H4 2.06477 1.76347 -1.02648
H5 -0.76189 1.10587 -0.72368
H6 -0.90130 3.06728 0.26592
N3 0.21296 -0.88793 1.53712
C3 -0.75987 -1.69722 1.01388
N4 -2.04645 -1.41393 1.46701
O1 -0.52658 -2.58145 0.22226
H7 1.15218 -1.22229 1.41453
H8 0.02624 -0.38462 2.38814
H9 -2.26435 -0.43522 1.57988
H10 -2.73617 -1.87733 0.89525

Cartesian forces (eV/Å) of the 6 atoms listed first:
C -0.28 0.20 0.45
N -0.12 -0.23 -0.36
C -0.20 0.02 0.21
N 0.15 0.01 -0.19
H 0.06 -0.05 -0.18
H 0.08 0.03 -0.05

Values from the calculation:
Max |F| ... 0.57 eV/A
E_LUMO ... 0.7 eV
SMILES string ... [H]/N=C/NC.NC(N)=O
ΔE to the lowest compared entry with this formula, charge and spin ... 40.2 kJ/mol
Frontier orbital gap ... 9.59 eV
Energy ... -11281.784 eV
Net charge ... 0


> The lowest max |F| belongs to which entry?

C3H10N4O


> What is the net charge in the sixth record?

0


> Among the records above, which one has the lowest max |F|?

C3H10N4O


> What is the formula in the sixth record?

C3H10N4O